Record 1
# C4H7NO

C4H7NO as an isolated structure (ωB97M-V with the def2-TZVPD basis set, the Open Molecules 2025 dataset).

## Properties
* E_HOMO: -8.42 eV
* gap between HOMO and LUMO: 8.947 eV
* relative energy (zero: lowest compared OMol25 entry of this formula, charge and spin): 4.8342 eV

Structure (XYZ):
```
13
C4H7NO | the Open Molecules 2025 dataset | ωB97M-V with the def2-TZVPD basis set
C -0.59449 1.31823 -0.57405
C 1.03288 -0.06986 -0.20272
O 1.82458 0.61874 0.63271
C 0.20096 -1.13064 0.48791
C -0.83999 -1.68771 -0.37837
N -1.67111 -2.10981 -1.06096
H -0.27465 2.28357 -0.97385
H -1.44043 0.90644 -1.12866
H -0.82271 1.40562 0.48943
H 0.45209 0.59947 -1.03293
H 1.51078 0.59645 1.55506
H -0.27025 -0.79110 1.42806
H 0.89236 -1.93939 0.75836
```

Atomic partial charges in e from the Löwdin method, atoms 1 to 8: C -0.0133; C -0.2552; O -0.0106; C -0.2011; C -0.2338; N 0.1538; H 0.0554; H 0.0480

Record 2
# C2H7OS

A 2-piece molecular cluster, C2H7OS overall (ωB97M-V with the def2-TZVPD basis set, the Open Molecules 2025 dataset).

## Properties
* total charge: -1
* E_HOMO: -1.15 eV
* gap between HOMO and LUMO: 4.860 eV
* relative energy (zero: lowest compared OMol25 entry of this formula, charge and spin): 2.9270 eV

Structure (XYZ):
```
11
C2H7OS | the Open Molecules 2025 dataset | ωB97M-V with the def2-TZVPD basis set
O 2.97401 -0.16792 1.51961
H 3.37065 -0.87079 0.96909
C -0.89260 1.62764 -1.27521
S -0.13812 0.44198 -0.27691
C -1.06244 -0.97122 0.23163
H -0.60730 1.86838 -2.29279
H -1.81759 2.16223 -0.92876
H 2.02317 -0.22267 1.19859
H -0.33831 -1.67878 0.60363
H -1.51545 -1.31769 -0.71029
H -1.99602 -0.87115 0.96143
```

Atomic partial charges in e from the Löwdin method, atoms 1 to 8: O -0.1362; H 0.0233; C -0.6379; S 0.4944; C -0.5586; H -0.1171; H -0.0856; H -0.0117

Record 3
# C2H7N5O

One molecule with the formula C2H7N5O (ωB97M-V with the def2-TZVPD basis set, the Open Molecules 2025 dataset).

## Properties
* E_HOMO: -8.20 eV
* gap between HOMO and LUMO: 8.747 eV
* relative energy (zero: lowest compared OMol25 entry of this formula, charge and spin): 5.4378 eV

Structure (XYZ):
```
15
C2H7N5O | the Open Molecules 2025 dataset | ωB97M-V with the def2-TZVPD basis set
N -1.89891 -1.62671 0.24503
N -1.79733 -0.12668 -0.19699
C -0.56386 0.25007 -0.32057
C 0.54618 -0.76825 -0.11867
N 1.74552 -0.26082 -0.19282
O 2.54519 -1.26492 -0.08359
N -0.44273 1.64389 -0.45021
N 0.52447 2.25372 0.29762
H -2.87238 -1.77000 0.51988
H -1.67151 -2.05311 -0.71164
H 0.25523 -1.84355 0.24590
H 3.43127 -0.71519 0.02707
H -1.35930 2.05801 -0.70492
H 0.14774 2.26178 1.32510
H 1.41042 1.96178 0.11882
```

Atomic partial charges in e from the Löwdin method, atoms 1 to 8: N -0.0504; N 0.0083; C -0.3670; C -0.0592; N -0.0765; O -0.0623; N -0.1148; N -0.0103

Q: relative energy (zero: lowest compared OMol25 entry of this formula, charge and spin) of number 1 (C4H7NO)?
A: 4.8342 eV

Q: What is the E_HOMO in the second record?
A: -1.15 eV